ORCA calculation (the ωB97M-V functional and the def2-TZVPD basis) on the ion C2H6NO3 with charge -1 in a non-equilibrium geometry.

```
! wB97M-V def2-TZVPD RIJCOSX def2/J DEFGRID3
* xyz -1 1
C -0.5738 0.1013 0.5822
C -0.2034 0.7946 -0.7948
N 0.4382 -1.1681 0.8500
O 1.7366 -0.6522 0.9303
O 1.0969 0.7976 -0.9240
O -0.9040 0.0123 -1.7430
H -0.5267 0.9110 1.3432
H -1.4568 -0.4282 0.4283
H -0.6691 1.8740 -0.8592
H 0.0847 -1.3152 1.8756
H 1.7657 -0.0084 -0.0940
H -0.7885 -0.9187 -1.5947
*
```

## Properties
HOMO: -3.39 eV
electronic energy: -360.20126 Eh
LUMO: 4.4 eV
energy above the lowest of the compared OMol25 structures with the same formula, charge and spin: 446.2 kJ/mol

How is the electron density shared among the atoms? According to natural (NBO), the charges in e are: -0.3250 0.4101 -0.3516 -0.7231 -0.8639 -0.7897 0.1588 0.1698 0.0659 0.2928 0.4966 0.4593